{
  "formula": "C12H19N2O",
  "method": "the ωB97M-V functional and the def2-TZVPD basis",
  "species": ["C", "H", "H", "H", "H", "H", "H", "N", "H", "C", "C", "H", "H", "C", "H", "C", "H", "H", "H", "H", "C", "H", "H", "O", "H", "C", "C", "H", "C", "N", "C", "C", "C", "H"],
  "coordinates": [[-0.872, 0.377, -0.459], [-3.546, 1.152, -1.875], [-3.939, -0.571, -0.204], [-2.260, 3.356, -0.954], [3.008, -2.079, -2.599], [-1.823, -3.603, 1.223], [-3.176, 0.388, 1.071], [2.235, -0.006, -0.053], [-0.007, 2.371, -0.595], [-2.124, 2.295, -0.811], [1.421, -0.354, -0.911], [-4.200, 1.962, -0.455], [4.281, -0.033, 2.317], [-1.999, -2.527, 1.184], [2.668, 0.126, 2.987], [-3.335, 1.413, -0.830], [-2.403, -2.445, -0.925], [2.717, 2.493, -0.026], [4.178, 2.183, 0.928], [-0.683, -2.304, -0.520], [-0.900, 1.773, -0.635], [2.665, 2.515, 1.751], [2.665, -0.845, -3.641], [1.470, -0.896, -2.055], [-1.355, -2.045, 1.918], [-1.690, -2.007, -0.223], [-3.147, 0.145, 0.004], [-3.039, -2.344, 1.451], [3.101, 2.028, 0.879], [2.802, -1.082, -2.660], [3.225, -0.210, 2.112], [-1.794, -0.525, -0.290], [2.800, 0.572, 0.922], [3.057, -1.273, 1.972]],
  "forces_ev_per_a": [[2.236, -1.550, -0.513], [-0.047, 0.018, 0.034], [-0.050, -0.063, 0.027], [0.103, 0.163, 0.001], [-0.372, 0.101, 0.012], [-0.053, 0.055, 0.043], [-0.060, -0.051, 0.010], [1.129, 0.090, 0.222], [0.092, 0.121, -0.009], [0.175, -0.112, 0.071], [-4.255, 1.300, 1.242], [0.014, -0.032, -0.106], [0.027, 0.033, 0.003], [0.043, -0.067, -0.132], [-0.032, 0.073, 0.066], [-0.130, -0.079, 0.016], [0.061, 0.016, -0.104], [0.018, -0.011, 0.003], [0.074, -0.005, 0.028], [-0.051, -0.013, -0.064], [-0.123, 1.014, -0.100], [0.000, 0.004, 0.074], [-0.286, -0.059, 0.168], [0.625, -0.905, -1.704], [-0.005, -0.011, 0.072], [0.171, -0.193, 0.126], [0.174, 0.183, -0.080], [0.006, 0.003, 0.075], [-0.103, 0.170, -0.176], [0.505, 0.311, 0.555], [-0.026, -0.215, 0.074], [-0.056, -0.176, 0.177], [0.204, -0.089, -0.115], [-0.005, -0.022, 0.006]],
  "mulliken_charge": [0.804, 0.304, 0.393, 0.413, 0.258, 0.389, 0.340, 0.025, 0.382, -0.590, 0.315, 0.376, 0.367, -1.209, 0.342, -0.796, 0.362, 0.305, 0.385, 0.205, -0.280, 0.346, 0.286, -0.172, 0.350, -0.609, -0.793, 0.334, -1.179, -0.551, -1.278, 0.143, 0.701, 0.331],
  "charge": 1,
  "energy_ha": -652.95787,
  "gap_ev": 7.59,
  "relative_energy_kcal_mol": 125.7
}

***

{
  "formula": "C2H5NP2",
  "method": "the ωB97M-V functional and the def2-TZVPD basis",
  "species": ["H", "C", "H", "P", "H", "C", "N", "H", "P", "H"],
  "coordinates": [[0.486, 2.031, -0.494], [0.027, 1.305, 0.078], [-0.229, -1.322, 1.191], [0.959, -0.223, -0.286], [0.057, 1.631, 1.149], [-0.516, -1.269, 0.181], [-1.600, 1.208, -0.036], [-0.475, -2.222, -0.273], [-2.112, -0.263, -0.051], [0.790, -0.263, -1.752]],
  "forces_ev_per_a": [[0.181, 2.100, -1.346], [-3.187, -0.821, 2.332], [-0.493, -0.619, 1.867], [-0.845, -0.572, -1.069], [0.658, -0.445, -0.798], [0.388, 1.739, -1.206], [3.090, 0.095, -0.701], [-0.188, -1.140, -0.359], [0.374, -0.649, 0.277], [0.021, 0.311, 1.002]],
  "mulliken_charge": [0.362, -0.536, 0.311, -0.009, 0.301, -0.767, -0.300, 0.448, 0.167, 0.022],
  "energy_ha": -816.60106,
  "smiles": "C1N=PCP1",
  "gap_ev": 9.33,
  "relative_energy_kcal_mol": 17.0
}

***

{
  "formula": "C17H26AlCl6CsFI2N2O11S",
  "method": "the ωB97M-V functional and the def2-TZVPD basis",
  "species": ["C", "O", "C", "C", "I", "C", "H", "C", "C", "H", "H", "H", "Cl", "H", "H", "O", "Cl", "H", "Cs", "H", "C", "F", "O", "O", "H", "H", "O", "H", "H", "O", "S", "Cl", "C", "H", "H", "C", "H", "C", "C", "N", "H", "O", "C", "H", "H", "Cl", "O", "O", "H", "C", "C", "O", "C", "C", "H", "Cl", "N", "H", "O", "Al", "H", "I", "H", "Cl", "H", "C", "H", "H"],
  "coordinates": [[1.872, -2.468, -1.928], [-2.300, -0.296, 2.638], [-0.227, 5.802, 0.952], [-2.872, -2.405, 3.514], [-1.842, -1.158, -1.250], [2.018, 4.993, 1.795], [-0.238, -3.000, 0.646], [-2.856, -0.551, -5.739], [0.833, -2.959, 0.431], [5.390, -8.669, -0.365], [1.052, 4.938, 7.940], [-3.021, -2.030, 4.526], [3.328, 0.974, 10.021], [2.533, -3.023, -2.614], [-5.128, -2.008, -8.610], [4.454, -8.695, -0.583], [-0.227, -4.394, -1.780], [-1.681, 6.186, 2.444], [0.913, -6.272, -2.133], [3.024, 4.673, 1.554], [1.155, 5.361, 0.654], [-0.994, -2.574, -4.176], [-0.856, -2.008, 2.326], [-0.212, 5.551, 4.490], [-3.248, -1.261, -5.019], [-6.367, -2.252, -7.517], [3.040, 3.594, 6.312], [1.861, 1.105, 8.194], [1.352, -3.581, 1.179], [1.346, -2.936, -4.738], [0.482, -1.979, -4.141], [-2.871, -1.299, -7.348], [0.169, -0.651, -1.848], [2.197, 4.787, 3.896], [1.962, -4.306, -0.810], [0.666, 0.503, -1.451], [-6.674, -1.477, -8.965], [1.905, 0.495, 9.091], [-0.675, 5.866, 2.204], [-6.128, -2.213, -8.511], [2.560, -1.899, -1.277], [1.682, -2.608, -7.570], [0.192, 5.496, 3.353], [-3.837, -2.438, 3.005], [-1.835, -0.291, -5.476], [-3.846, 0.911, -5.712], [0.450, -0.831, -4.980], [0.981, 3.167, 7.132], [1.271, -1.956, 0.508], [2.015, 3.855, 6.948], [-0.027, 1.558, -0.615], [1.569, 5.299, -0.492], [-1.913, -1.474, 2.750], [1.184, -3.506, -1.007], [1.755, -2.317, -6.657], [2.022, -1.203, 8.606], [1.041, -1.495, -2.653], [-0.928, 1.212, -0.094], [1.940, 5.077, 7.566], [5.081, 2.348, -3.237], [-6.337, -3.114, -8.948], [2.680, 1.010, -2.077], [0.667, 1.917, 0.170], [0.431, 0.777, 10.018], [-0.198, 2.437, -1.263], [1.576, 5.055, 3.047], [-2.473, -3.417, 3.572], [-0.844, 6.066, 0.102]],
  "forces_ev_per_a": [[0.362, -1.047, 0.138], [0.075, -0.054, -0.296], [-0.065, 0.016, 0.031], [-0.202, -0.406, 0.217], [0.939, 0.179, -0.328], [-0.021, -0.010, -0.008], [0.381, 0.437, 0.111], [-0.096, 0.187, 0.338], [0.451, -0.833, -0.954], [0.277, -0.032, 0.067], [0.010, 0.838, 0.360], [-0.057, 0.106, -0.081], [-0.030, -0.001, -0.044], [-0.525, 0.592, -0.211], [0.182, 0.104, 0.185], [-0.500, 0.255, -0.167], [-6.649, 12.726, 2.507], [0.010, -0.012, 0.046], [7.571, -13.090, -2.556], [0.005, 0.025, -0.012], [0.085, 0.011, 0.045], [0.832, 0.269, 0.953], [-0.211, 0.203, -0.111], [-0.036, 0.054, -0.048], [-0.076, 0.014, -0.094], [0.065, 0.038, -0.010], [-0.234, -0.472, -0.269], [-0.046, 0.008, 0.054], [-0.339, 0.191, -0.279], [-0.137, -1.823, 2.040], [1.817, 1.293, -3.680], [0.062, -0.219, -0.152], [0.202, -0.400, -0.548], [-0.067, -0.016, 0.058], [-0.762, 0.710, -0.557], [-0.852, 1.051, 0.748], [0.020, -0.005, 0.020], [-0.013, 0.086, -0.050], [-0.038, 0.002, -0.163], [-0.084, -0.044, -0.101], [-0.445, -0.145, -0.179], [-0.078, -0.055, -0.292], [-0.038, -0.011, 0.149], [-0.007, 0.150, 0.054], [0.030, -0.014, -0.287], [-0.031, -0.059, 0.064], [-1.620, 1.254, 1.084], [0.479, -0.923, -0.496], [-0.629, -0.136, 0.162], [-0.024, 1.092, 0.467], [1.321, 0.603, 0.084], [-0.045, -0.134, -0.123], [0.215, 0.047, 0.010], [0.953, 0.239, 1.810], [0.078, 0.061, 0.063], [0.001, 0.020, -0.010], [-1.777, -1.706, 0.485], [0.247, -0.031, -0.395], [-0.197, -0.614, -0.179], [-0.093, 0.103, 0.000], [-0.006, 0.027, 0.009], [-0.500, -0.084, 0.267], [-0.285, -0.220, -0.283], [0.032, -0.009, -0.030], [-0.250, -0.371, 0.292], [0.232, -0.100, 0.141], [0.093, 0.073, -0.046], [0.035, 0.011, -0.019]],
  "mulliken_charge": [-1.225, -0.606, -0.365, -0.885, 0.181, -0.469, 0.291, 0.163, -1.210, 0.260, 0.317, 0.279, -0.138, 0.576, 0.278, -0.638, -0.379, 0.428, 0.981, 0.427, 0.424, -0.203, -0.643, -0.494, 0.211, 0.383, -0.600, 0.091, 0.399, -0.783, 1.542, -0.199, -1.215, 0.383, 0.948, 0.638, 0.388, 0.294, -0.384, -0.468, 0.245, -0.654, 0.386, 0.247, -0.005, -0.166, -0.703, -0.581, 0.239, 0.887, -1.024, -0.637, 0.612, -0.037, 0.319, -0.148, 0.678, 0.433, -0.471, 0.810, 0.397, 0.112, 0.295, -0.131, 0.338, -0.137, 0.290, 0.429],
  "charge": 1,
  "energy_ha": -5716.66709,
  "gap_ev": 1.04
}